1.
Below is a cluster of 3 separate species, C46H84BrCl2F3N2O6 in total in a non-equilibrium geometry, with properties calculated with the ωB97M-V functional and the def2-TZVPD basis.

Geometry as XYZ:
```
144
Properties=species:S:1:pos:R:3
C 7.0407 1.7168 2.1210
O 5.7038 1.5686 1.5590
C 5.6455 2.2253 0.2712
C 4.3476 3.1372 0.0635
C 3.1532 2.8339 1.0696
C 2.3323 1.4818 0.7348
C 1.8860 1.4703 -0.8097
C 0.7539 0.3784 -1.1336
C 1.3585 -1.0952 -1.4267
O 2.1320 -1.4235 -0.2817
C 2.7517 -2.7087 -0.2866
C 3.4869 -2.8429 1.1548
C 5.0342 -2.4821 1.1207
C 6.0133 -3.6280 1.6644
C 5.6260 -5.1073 1.2020
C 7.4693 -3.3010 1.0517
C 7.5981 -3.6593 -0.4966
C 9.0219 -3.2010 -1.0841
C 9.2436 -1.8359 -1.5688
C 9.5310 -0.6977 -0.4951
C 9.2273 -1.4886 -3.1239
C 2.0584 -1.0144 -2.8289
Cl 0.9884 -1.1978 -4.3208
C 3.3987 -0.7712 -3.1303
C 4.4632 -0.5299 -2.0007
Cl 3.9945 -0.6890 -4.8571
C 0.0754 -2.0794 -1.4081
C -1.2928 -1.4450 -1.9053
C -2.2570 -0.9483 -0.7075
O -3.3838 -1.8342 -0.5102
C -3.7297 -1.9630 0.8664
C -5.3202 -1.8867 1.0795
F -5.9877 -2.7792 0.2477
F -5.7041 -0.5485 0.8557
F -5.6770 -2.1473 2.4193
O 0.2757 -3.3170 -2.1253
C -0.4032 -4.4120 -1.5112
Br -0.8759 -5.6731 -3.0076
H 7.1562 0.8697 2.8676
H 7.8356 1.5535 1.3222
H 7.1268 2.7136 2.6538
H 5.7315 1.4284 -0.5486
H 6.5669 2.8848 0.1805
H 4.6852 4.2143 0.2678
H 4.0524 3.1117 -1.0368
H 3.5617 2.7754 2.1357
H 2.4554 3.7349 1.0573
H 1.3754 1.5236 1.3375
H 2.9877 0.5800 0.9850
H 2.7493 1.4750 -1.5387
H 1.3624 2.4828 -0.9614
H 0.2121 0.7963 -2.0502
H 0.0767 0.3718 -0.2095
H 2.0591 -3.6031 -0.3360
H 3.5617 -2.8692 -1.0616
H 3.2457 -3.8690 1.5823
H 2.9569 -2.0964 1.8413
H 5.4342 -2.1490 0.1181
H 5.1774 -1.5922 1.8301
H 6.0823 -3.5127 2.7958
H 4.9443 -5.0535 0.2883
H 6.5677 -5.7044 1.0175
H 4.9765 -5.5541 2.0339
H 7.6355 -2.1842 1.1803
H 8.2666 -3.8354 1.6550
H 7.5046 -4.7612 -0.7341
H 6.8256 -3.1192 -1.1475
H 9.8130 -4.0261 -1.1189
H 10.3692 -0.0330 -0.8996
H 9.7994 -1.1189 0.5276
H 8.5916 -0.0508 -0.4459
H 8.1846 -1.6532 -3.5303
H 10.0005 -2.1723 -3.6162
H 9.5509 -0.4101 -3.2316
H 5.0412 -1.4982 -1.8597
H 5.2277 0.2159 -2.4201
H 4.0750 -0.0735 -1.0461
H -0.0636 -2.3626 -0.3031
H -1.1950 -0.6643 -2.7264
H -1.8833 -2.2992 -2.3954
H -1.6182 -1.0303 0.2447
H -2.5298 0.1464 -0.8088
H -3.2977 -1.1713 1.5489
H -3.4386 -3.0005 1.2567
H 0.2959 -5.0016 -0.8420
H -1.3874 -4.1391 -1.0222
C -8.6210 2.1118 -3.5807
C -8.9358 0.8122 -4.3613
C -10.0878 0.0563 -3.6681
C -9.6640 -0.6397 -2.3792
C -8.4513 -1.5319 -2.6165
C -7.2766 -0.7959 -3.2905
N -7.6983 -0.0142 -4.4903
O -7.8936 -0.8878 -5.4977
C -6.5906 0.1369 -2.2667
C -6.1776 -1.8355 -3.6203
C -9.4464 1.3217 -5.7316
H -7.6350 2.5036 -3.8440
H -9.3451 2.8981 -3.8113
H -8.6696 1.9886 -2.4993
H -10.4980 -0.6975 -4.3497
H -10.9087 0.7471 -3.4500
H -9.4531 0.0934 -1.5952
H -10.4946 -1.2488 -2.0069
H -8.1270 -1.9588 -1.6619
H -8.7620 -2.3798 -3.2373
H -5.8274 0.7550 -2.7483
H -6.0907 -0.4424 -1.4874
H -7.2785 0.7930 -1.7378
H -6.5438 -2.6463 -4.2541
H -5.8034 -2.3054 -2.7064
H -5.3274 -1.3640 -4.1211
H -8.6614 1.8626 -6.2677
H -10.2889 2.0057 -5.5990
H -9.8079 0.5150 -6.3725
C -1.4213 5.3795 5.4985
C -1.2218 4.6939 4.1247
C -2.5718 4.6158 3.3824
C -3.5107 3.5554 3.9460
C -2.8173 2.2009 4.0218
C -1.4738 2.2456 4.7771
N -0.5879 3.3541 4.3138
O -0.0569 2.9830 3.1334
C -1.7343 2.3772 6.2955
C -0.7976 0.8586 4.6477
C -0.3026 5.6742 3.3551
H -0.5819 5.1765 6.1688
H -1.4861 6.4659 5.3938
H -2.3444 5.0865 5.9976
H -2.3985 4.3966 2.3226
H -3.0705 5.5898 3.4132
H -3.8819 3.8518 4.9312
H -4.3935 3.4750 3.3029
H -3.4898 1.4793 4.4969
H -2.6558 1.8374 3.0003
H -0.7993 2.5261 6.8424
H -2.1979 1.4688 6.6902
H -2.4160 3.1832 6.5570
H -0.6493 0.5595 3.6073
H -1.4174 0.0823 5.1048
H 0.1729 0.8453 5.1513
H 0.6738 5.7612 3.8403
H -0.7461 6.6727 3.3215
H -0.1453 5.3763 2.3163
```

The multiplicity is 3. The calculation puts the largest force on an atom at 4.038 eV/A. The calculation puts the total energy at -6157.5871 a.u. As for the frontier orbital gap (spin up / spin down): 0.292 / 0.256 Ha.

=====

2.
Below is a cluster of 5 separate species, C46H85BN4O7 in total in a non-equilibrium geometry, with properties calculated with the ωB97M-V functional and the def2-TZVPD basis.

Geometry as XYZ:
```
143
Properties=species:S:1:pos:R:3
C 3.3780 4.0169 4.5691
C 2.5481 4.0827 3.2550
B 2.6667 2.7656 2.3736
O 3.4497 2.7869 1.2185
C 1.8718 1.4001 2.7512
O 2.4685 0.9193 3.9920
C 2.9263 -0.3577 3.8926
O 2.4414 -1.2567 4.5411
C 0.4215 1.8089 3.0670
C -0.1577 1.3933 4.2406
C -1.4516 1.8237 4.4966
C -2.1000 2.6208 3.6044
C -1.5281 3.0293 2.4205
C -0.2453 2.6091 2.1723
H 2.9722 4.6961 5.3248
H 3.4081 3.0211 5.0145
H 4.3924 4.3660 4.3463
H 2.8716 4.9079 2.6081
H 1.5051 4.2944 3.5162
H 4.3872 2.6872 1.4156
H 1.9063 0.6660 1.9370
H 3.7934 -0.5931 3.2432
H 0.3321 0.7600 4.9665
H -1.8873 1.5159 5.4420
H -3.1129 2.9456 3.8318
H -2.0759 3.6810 1.7521
H 0.2220 2.9471 1.2469
C 2.5800 -3.2683 0.8447
C 2.2490 -4.4348 1.7908
C 3.3548 -4.6166 2.8366
C 4.6136 -5.2862 2.2938
C 4.2598 -6.6014 1.6057
C 3.1990 -6.4360 0.5147
N 2.0050 -5.6773 0.9932
O 1.2898 -6.4936 1.7281
C 3.8391 -5.7378 -0.7064
C 2.8031 -7.8172 -0.0110
C 0.9982 -3.9475 2.5214
H 3.4713 -3.4139 0.2403
H 1.7453 -3.0739 0.1674
H 2.7552 -2.3544 1.4162
H 2.9752 -5.2215 3.6660
H 3.6142 -3.6460 3.2656
H 5.1374 -4.6141 1.6076
H 5.3055 -5.4815 3.1161
H 5.1634 -7.0403 1.1744
H 3.9076 -7.3107 2.3615
H 3.0756 -5.3803 -1.4003
H 4.4729 -6.4361 -1.2537
H 4.4914 -4.9073 -0.4441
H 2.4371 -8.4750 0.7758
H 3.6684 -8.3108 -0.4541
H 2.0331 -7.7367 -0.7811
H 0.1522 -3.8379 1.8406
H 1.1841 -2.9745 2.9760
H 0.6987 -4.6144 3.3287
C -4.5249 -2.9170 -3.2673
C -3.6583 -2.3922 -2.1067
C -2.4067 -1.6895 -2.6482
C -1.3328 -2.6493 -3.1548
C -0.9894 -3.6763 -2.0784
C -2.2176 -4.4297 -1.5601
N -3.3271 -3.5071 -1.1702
O -3.0336 -2.9882 -0.0127
C -2.6862 -5.4267 -2.6432
C -1.7976 -5.3202 -0.3910
C -4.5443 -1.3334 -1.4458
H -4.0494 -3.6791 -3.8775
H -5.4632 -3.3274 -2.8904
H -4.7744 -2.1016 -3.9484
H -1.9675 -1.0680 -1.8606
H -2.6902 -1.0045 -3.4509
H -1.6646 -3.1409 -4.0737
H -0.4339 -2.0851 -3.4185
H -0.2617 -4.3894 -2.4749
H -0.4916 -3.1632 -1.2479
H -3.6867 -5.8033 -2.4248
H -2.0173 -6.2869 -2.6808
H -2.6778 -5.0151 -3.6508
H -1.3297 -4.7640 0.4185
H -1.0650 -6.0609 -0.7121
H -2.6540 -5.8616 0.0158
H -5.4319 -1.7848 -1.0000
H -4.8751 -0.6110 -2.1929
H -4.0191 -0.7744 -0.6725
C 5.0048 1.6264 -5.1493
C 5.3093 0.1174 -5.0935
C 4.7163 -0.5945 -6.3150
C 3.2047 -0.7910 -6.2392
C 2.8255 -1.4868 -4.9341
C 3.3594 -0.7621 -3.6958
N 4.8186 -0.4564 -3.8051
O 5.4799 -1.5536 -3.5719
C 2.5396 0.5293 -3.4768
C 3.0622 -1.6058 -2.4568
C 6.8344 0.0535 -5.2053
H 3.9491 1.8763 -5.1015
H 5.5098 2.1504 -4.3361
H 5.3696 2.0487 -6.0870
H 5.1844 -1.5778 -6.4272
H 4.9655 -0.0362 -7.2203
H 2.6905 0.1694 -6.3347
H 2.8736 -1.3988 -7.0840
H 1.7371 -1.5698 -4.8695
H 3.2083 -2.5124 -4.9580
H 3.0336 1.1941 -2.7663
H 1.5573 0.2899 -3.0671
H 2.3391 1.0806 -4.3932
H 3.4822 -2.6094 -2.5193
H 1.9853 -1.7305 -2.3336
H 3.4461 -1.1253 -1.5543
H 7.3129 0.5063 -4.3355
H 7.1622 0.6000 -6.0900
H 7.2024 -0.9665 -5.3064
C -5.8934 6.4129 0.2376
C -5.6173 5.7317 1.5913
C -6.9178 5.5754 2.3877
C -7.4102 6.8721 3.0230
C -6.3024 7.5063 3.8600
C -5.0096 7.7252 3.0704
N -4.5738 6.4925 2.3439
O -4.0297 5.6870 3.2096
C -5.2137 8.9005 2.0886
C -3.9198 8.2200 4.0233
C -5.1352 4.3330 1.1983
H -6.2693 7.4288 0.3116
H -4.9890 6.4343 -0.3731
H -6.6492 5.8542 -0.3166
H -6.7719 4.8376 3.1834
H -7.6972 5.1696 1.7388
H -7.7634 7.5634 2.2527
H -8.2713 6.6612 3.6607
H -6.6521 8.4606 4.2618
H -6.1047 6.8655 4.7253
H -4.4178 8.9331 1.3427
H -5.1944 9.8498 2.6245
H -6.1739 8.8819 1.5772
H -3.7465 7.5352 4.8520
H -4.2121 9.1742 4.4618
H -2.9763 8.3695 3.4949
H -4.1840 4.3793 0.6650
H -5.8650 3.8629 0.5389
H -5.0144 3.6757 2.0585
```

The multiplicity is 5. The calculation puts the largest force on an atom at 2.977 eV/A. The calculation puts the total energy at -2574.0453 a.u. As for the frontier orbital gap (spin up / spin down): 0.323 / 0.330 Ha.

=====

3.
Below is a cluster of 12 separate species, C46H88O36 in total in a non-equilibrium geometry, with properties calculated with the ωB97M-V functional and the def2-TZVPD basis.

Geometry as XYZ:
```
170
Properties=species:S:1:pos:R:3
C 6.4735 2.7517 -1.0751
C 5.1919 2.2986 -1.7631
O 4.0958 1.9079 -0.9578
C 3.3395 2.8642 -0.4151
O 3.5463 4.0350 -0.5814
O 2.4105 2.3281 0.3530
C 1.7110 3.1969 1.2170
H 7.2336 2.8613 -1.8449
H 6.7838 2.0907 -0.2676
H 6.2943 3.7247 -0.6114
H 5.4764 1.4463 -2.3863
H 4.8091 3.0117 -2.4984
H 0.8404 2.6618 1.5918
H 1.2922 4.0431 0.6628
H 2.3127 3.6235 2.0188
C -2.4936 4.6577 0.3398
C -1.4076 5.3378 -0.4555
O -0.7557 4.4061 -1.3035
C 0.3909 4.6442 -1.8922
O 1.0910 5.5956 -1.6223
O 0.5650 3.7571 -2.8693
C 1.8149 3.6253 -3.5244
H -3.1469 4.0897 -0.3259
H -3.0928 5.3284 0.9496
H -2.1162 3.8440 0.9625
H -0.6409 5.7885 0.1833
H -1.7701 6.1786 -1.0519
H 2.3406 2.7621 -3.1193
H 2.3816 4.5553 -3.4633
H 1.6834 3.4634 -4.5955
C 4.1292 -1.2922 -5.1895
C 3.7195 0.1985 -5.1056
O 2.7322 0.4503 -4.1160
C 1.4623 0.3097 -4.4723
O 1.0343 -0.0668 -5.5321
O 0.7224 0.6786 -3.4247
C -0.6626 0.9088 -3.6042
H 3.2356 -1.9092 -5.1283
H 4.8886 -1.6328 -4.4862
H 4.6085 -1.4696 -6.1556
H 3.3651 0.5329 -6.0781
H 4.6401 0.7305 -4.8725
H -0.9956 0.8249 -4.6364
H -1.0365 1.8117 -3.1260
H -1.2286 0.1277 -3.0806
C -2.9572 -2.5643 -1.0504
C -3.2152 -4.0509 -0.8380
O -2.6891 -4.8582 -1.8800
C -2.7773 -6.1655 -1.7384
O -3.4028 -6.7633 -0.9184
O -1.9472 -6.7177 -2.6404
C -1.9690 -8.1542 -2.6575
H -2.0204 -2.3878 -1.5870
H -2.8944 -2.0549 -0.0950
H -3.7411 -2.1606 -1.6924
H -4.2822 -4.2320 -0.6881
H -2.8028 -4.3625 0.1242
H -1.3850 -8.3771 -3.5473
H -2.9765 -8.5450 -2.7773
H -1.4840 -8.5446 -1.7661
C -5.0866 2.9452 -1.2450
C -4.4282 4.3050 -1.4616
O -5.4487 5.1586 -1.9745
C -5.1865 6.4455 -2.1301
O -4.1112 6.9769 -2.1273
O -6.3443 7.0574 -2.3540
C -6.4225 8.4747 -2.3870
H -4.3096 2.1890 -1.1305
H -5.6958 2.5792 -2.0718
H -5.7112 2.9481 -0.3521
H -3.6800 4.1811 -2.2473
H -3.9481 4.6381 -0.5438
H -5.7795 8.9648 -1.6604
H -7.4840 8.6752 -2.2623
H -6.1633 8.8104 -3.3947
C -6.3301 -0.0307 0.1772
C -4.8741 -0.3405 0.4764
O -4.6215 -0.3421 1.8958
C -3.7289 -1.1750 2.3814
O -2.9879 -1.8724 1.7413
O -3.6924 -0.9677 3.7030
C -2.8597 -1.8008 4.4567
H -7.0203 -0.5864 0.8176
H -6.5451 -0.2809 -0.8574
H -6.5674 0.9867 0.4922
H -4.1523 0.3693 0.0774
H -4.7068 -1.3665 0.1419
H -3.0936 -1.7233 5.5229
H -1.8057 -1.5080 4.4593
H -3.0068 -2.8616 4.2478
C 7.6995 -2.1370 2.4307
C 7.9240 -2.6366 0.9920
O 7.1910 -1.8621 0.0598
C 5.9422 -2.2251 -0.1796
O 5.3761 -3.1451 0.3552
O 5.4742 -1.4153 -1.1181
C 4.0802 -1.3482 -1.3345
H 7.9870 -1.0919 2.5530
H 8.2697 -2.7376 3.1362
H 6.6269 -2.1904 2.6216
H 7.6773 -3.6960 1.0032
H 8.9936 -2.5491 0.8144
H 3.6265 -2.3201 -1.5224
H 3.8369 -0.7373 -2.2037
H 3.5382 -0.8240 -0.5432
C -1.7321 0.9003 3.6568
C -2.2105 2.3217 3.7017
O -2.9838 2.4733 4.9037
C -3.8874 3.4213 4.9654
O -4.0205 4.3707 4.2437
O -4.6844 3.1793 5.9994
C -5.6357 4.1756 6.3454
H -1.1012 0.6127 4.5031
H -1.0592 0.6849 2.8246
H -2.5991 0.2379 3.6698
H -2.9328 2.5464 2.9152
H -1.3493 2.9903 3.6661
H -6.2613 4.4994 5.5160
H -5.1358 5.0506 6.7598
H -6.2538 3.7148 7.1104
C 2.2939 -6.3166 -0.8875
C 2.9729 -5.1669 -0.1664
O 2.3671 -4.8564 1.0893
C 1.2159 -4.2255 1.0393
O 0.7396 -3.6814 0.0522
O 0.6518 -4.2059 2.2140
C -0.5641 -3.4619 2.3802
H 2.7843 -6.5680 -1.8277
H 1.2586 -6.1022 -1.1508
H 2.3743 -7.2041 -0.2575
H 3.0584 -4.2657 -0.7739
H 4.0149 -5.4367 -0.0103
H -0.2258 -2.4244 2.4437
H -1.0517 -3.7741 3.2929
H -1.1815 -3.5126 1.4898
C 3.7004 -1.9357 3.1288
C 2.4212 -2.0726 3.9368
O 2.2228 -1.0265 4.8853
C 1.8284 0.1483 4.3821
O 1.8647 0.4640 3.2296
O 1.3640 0.8703 5.3940
C 1.2092 2.2515 5.1341
H 3.7926 -2.8193 2.4879
H 4.5432 -1.9991 3.8165
H 3.7101 -1.1088 2.4237
H 2.4199 -3.0307 4.4559
H 1.5366 -2.1688 3.2982
H 0.7195 2.4128 4.1728
H 2.1678 2.7717 5.0468
H 0.6681 2.7247 5.9477
O 3.3027 -5.0513 -3.8883
C 2.2898 -4.5083 -3.6090
O 2.1339 -3.1796 -3.3440
C 0.7565 -2.8990 -3.0862
C 0.0328 -4.2315 -3.2873
O 1.0897 -5.1334 -3.5406
H 0.6399 -2.6278 -2.0351
H 0.4040 -2.0835 -3.7165
H -0.7573 -4.1969 -4.0345
H -0.4021 -4.5237 -2.3358
O -3.1003 1.5382 0.5227
C -2.0727 0.9415 0.3929
O -0.9507 1.4078 -0.1972
C -0.0273 0.3340 -0.3298
C -0.4232 -0.5396 0.8396
O -1.8233 -0.2473 0.9496
H -0.1384 -0.2497 -1.2448
H 1.0182 0.6236 -0.2489
H 0.1159 -0.3066 1.7615
H -0.2941 -1.6029 0.6328
```

The calculation puts the largest force on an atom at 4.360 eV/A. The calculation puts the total energy at -4514.1544 a.u. As for the frontier orbital gap: 0.379 Ha.